No. 1
{"formula": "CH5N3S", "method": "ωB97M-V/def2-TZVPD", "symbols": ["H", "N", "C", "N", "N", "S", "H", "H", "H", "H"], "coordinates": [[-1.550, 0.691, 1.897], [-1.435, 0.795, 0.857], [-0.447, 0.118, 0.399], [0.462, -0.715, 1.029], [-0.351, 0.125, -0.993], [0.610, -0.638, -2.161], [1.212, -1.048, 0.455], [0.783, -0.473, 1.993], [-0.914, 0.884, -1.323], [1.630, 0.260, -2.154]], "orbital_gap_ha": 0.357, "homo_energy_ha": -0.331, "e_lumo_ev": 0.725, "charge": 0, "smiles": "[H]/N=C(\\N)NS"}

=====

No. 2
{"formula": "CH5N3S", "method": "ωB97M-V/def2-TZVPD", "symbols": ["H", "N", "C", "N", "N", "S", "H", "H", "H", "H"], "coordinates": [[-2.481, 1.476, -0.005], [-1.674, 1.226, 0.603], [-0.894, 0.351, 0.064], [-1.125, -0.402, -1.109], [0.287, 0.154, 0.670], [1.613, -0.519, 0.003], [-0.348, -0.557, -1.718], [-1.936, -0.402, -1.714], [0.470, 0.702, 1.518], [1.432, -1.870, 0.343]], "orbital_gap_ha": 0.356, "homo_energy_ha": -0.327, "e_lumo_ev": 0.793, "charge": 0, "smiles": "[H]/N=C(\\N)NS"}

=====

No. 3
{"formula": "CH5N3S", "method": "ωB97M-V/def2-TZVPD", "symbols": ["H", "N", "C", "N", "N", "S", "H", "H", "H", "H"], "coordinates": [[-1.032, 1.867, -0.107], [-0.109, 1.380, -0.013], [-0.229, 0.108, -0.026], [-1.359, -0.695, -0.038], [0.903, -0.795, -0.019], [2.518, -0.066, -0.091], [-2.259, -0.182, -0.123], [-1.224, -1.518, -0.559], [0.858, -1.268, 0.826], [1.933, 1.170, 0.150]], "orbital_gap_ha": 0.347, "homo_energy_ha": -0.321, "e_lumo_ev": 0.695, "charge": 0, "smiles": "[H]/N=C(\\N)NS"}

=====

No. 4
{"formula": "CH5N4", "method": "ωB97M-V/def2-TZVPD", "symbols": ["C", "N", "N", "N", "N", "H", "H", "H", "H", "H"], "coordinates": [[-0.495, -0.503, -0.510], [2.060, 0.422, 0.073], [1.160, -0.436, -0.128], [-1.252, -0.469, 0.674], [-1.157, 0.697, -0.152], [3.012, 0.216, 0.051], [1.349, -1.433, -0.292], [-2.073, -0.926, 0.660], [-0.607, 1.339, 0.263], [-1.996, 1.093, -0.639]], "orbital_gap_ha": [0.316, 0.316], "homo_energy_ha": [-0.525, -0.525], "e_lumo_ev": [-5.697, -5.698], "charge": 1}